[1]
56
Properties=species:S:1:pos:R:3 method="wB97M-V/def2-TZVPD" total_energy_ha=-1420.3460 total_charge=0 lumo_energy_ev=-0.1 homo_energy_ev=-8.86 orbital_gap_ev=8.761
H 1.17 3.48 -0.01
N 0.73 1.87 -1.32
B 0.27 0.45 -3.43
N 0.64 1.80 -2.72
C 0.89 3.02 -3.25
Sr 0.62 -0.07 0.55
H 0.85 3.18 -4.31
C 1.16 3.91 -2.20
H 1.40 4.96 -2.28
C 1.04 3.15 -1.02
H 0.29 0.59 -4.60
C -1.50 -2.11 0.99
H -1.45 -2.27 2.09
H -0.53 -2.61 0.54
H -2.29 -2.61 0.33
N -1.17 0.04 -2.98
N 1.27 -0.69 -3.02
N -1.43 -0.05 -1.61
N 1.41 -0.88 -1.65
C -2.28 -0.23 -3.68
C 2.02 -1.62 -3.66
H -2.28 -0.18 -4.74
H 2.06 -1.68 -4.73
C -3.31 -0.54 -2.77
C 2.66 -2.44 -2.70
C -2.73 -0.40 -1.50
C 2.25 -1.92 -1.45
H -4.32 -0.82 -2.95
H 3.30 -3.26 -2.86
H -3.18 -0.57 -0.52
H 2.50 -2.23 -0.46
H -2.55 -1.61 1.03
C 1.77 3.28 4.69
C 3.07 2.54 4.90
C 3.01 0.98 4.72
C 4.39 0.36 5.05
C 5.50 0.90 4.18
C 1.95 0.46 5.71
O 2.08 0.46 6.91
N 0.75 0.00 5.19
C 0.32 0.10 3.85
O -0.84 0.00 3.54
N 1.33 0.33 2.96
C 2.57 0.68 3.27
O 3.36 0.80 2.30
H 1.96 4.34 4.77
H 1.38 3.09 3.69
H 1.02 3.02 5.44
H 3.84 2.90 4.20
H 3.46 2.72 5.91
H 4.59 0.55 6.11
H 4.29 -0.72 4.96
H 5.80 1.88 4.52
H 6.35 0.25 4.17
H 5.10 0.98 3.17
H 0.01 -0.26 5.82


[2]
65
Properties=species:S:1:pos:R:3 method="wB97M-V/def2-TZVPD" total_energy_ha=-5424.6457 total_charge=+1 lumo_energy_ev=-2.9 homo_energy_ev=-12.96 orbital_gap_ev=10.031
C 0.23 5.52 2.66
N -1.07 4.90 2.35
C -1.22 3.72 3.22
C -1.19 4.63 1.00
O -1.11 5.50 0.20
C -1.36 3.22 0.46
C -0.01 2.58 0.25
N 0.81 3.39 -0.70
C 2.21 2.86 -0.64
F 2.80 3.46 0.43
P 3.10 3.35 -2.24
O 4.59 2.78 -1.92
Br 3.12 5.58 -2.07
C 2.24 1.35 -0.37
O 1.10 0.66 -0.83
C -0.15 1.20 -0.38
C -0.93 0.26 0.56
C -0.35 -1.14 0.69
C 0.83 -1.29 1.67
C 0.73 -0.52 2.96
F 1.76 -0.91 3.70
F 0.91 0.80 2.78
C -0.55 -0.77 3.82
F -1.24 -1.78 3.42
F -0.21 -1.02 5.05
F -1.29 0.32 3.87
H 1.04 4.80 2.72
H 0.46 6.32 1.97
H 0.15 5.98 3.64
H -2.19 3.27 3.10
H -0.43 2.98 3.08
H -1.17 4.03 4.26
H -1.86 3.24 -0.50
H -2.00 2.63 1.11
H 0.48 2.57 1.21
H 0.81 4.40 -0.48
H 0.43 3.24 -1.64
H 4.76 2.89 -0.97
H 3.09 0.93 -0.87
H 2.31 1.22 0.71
H -0.74 1.36 -1.28
H -1.13 0.74 1.51
H -1.92 0.14 0.11
H -1.13 -1.83 0.98
H 0.00 -1.51 -0.26
H 1.73 -0.94 1.17
H 0.99 -2.33 1.88
C -1.38 -4.98 -4.25
C -1.63 -6.38 -3.69
C -2.54 -6.46 -2.47
F -2.01 -5.77 -1.43
F -2.68 -7.75 -2.09
F -0.44 -6.98 -3.43
F -2.22 -7.10 -4.68
O -0.17 -4.36 -3.85
C -0.15 -3.69 -2.66
C 0.83 -4.32 -1.68
F 0.48 -5.59 -1.41
F 0.80 -3.63 -0.50
F -1.39 -3.58 -2.13
F 0.27 -2.42 -2.92
H -1.27 -5.10 -5.33
H -2.24 -4.32 -4.12
H -3.53 -6.05 -2.70
H 1.85 -4.31 -2.07


[3]
51
Properties=species:S:1:pos:R:3 method="wB97M-V/def2-TZVPD" total_energy_ha=-3764.6479 total_charge=0 lumo_energy_ev=0.4 homo_energy_ev=-10.35 orbital_gap_ev=10.752
C 6.43 -5.28 -1.31
C 5.94 -4.25 -1.68
C 5.17 -3.02 -1.98
Br 5.10 -1.97 -0.33
O 3.90 -3.46 -2.45
C 2.82 -2.74 -1.94
O 2.52 -1.66 -2.31
C 1.98 -3.46 -0.88
C 1.27 -4.66 -1.50
O 0.17 -4.58 -1.89
F 1.97 -5.80 -1.59
H 6.57 -6.25 -0.90
H 5.69 -2.45 -2.76
H 2.59 -3.73 -0.01
H 1.20 -2.79 -0.52
C -1.26 0.74 0.70
C -0.34 1.69 -0.06
C 0.82 0.96 -0.76
C 1.71 0.30 0.19
N 2.39 -0.23 0.95
H -0.72 0.22 1.50
H -2.08 1.30 1.15
H -1.69 -0.01 0.03
H 0.05 2.44 0.63
H -0.92 2.22 -0.81
H 1.39 1.68 -1.34
H 0.42 0.22 -1.46
C -1.20 1.26 6.78
C -1.36 0.45 5.50
C -0.17 0.59 4.56
C 0.01 1.96 4.08
N 0.15 3.04 3.71
H -1.12 2.33 6.58
H -2.06 1.11 7.44
H -0.31 0.95 7.33
H -2.28 0.76 4.99
H -1.48 -0.60 5.76
H -0.31 -0.07 3.70
H 0.75 0.25 5.06
C -2.74 3.15 -4.69
C -3.69 2.08 -4.16
C -4.60 2.59 -3.04
C -3.85 2.99 -1.86
N -3.25 3.32 -0.93
H -2.06 3.50 -3.91
H -2.13 2.75 -5.50
H -3.29 4.01 -5.08
H -3.11 1.22 -3.81
H -4.31 1.72 -4.99
H -5.30 1.80 -2.77
H -5.20 3.43 -3.40